[1]
This record from the Open Molecules 2025 dataset describes a 8-piece molecular cluster, C36H63F7NO12 overall. The level of theory is ωB97M-V/def2-TZVPD.

Computed properties:
orbital gap: 7.082 eV
relative energy (zero: lowest compared OMol25 entry of this formula, charge and spin): 0.000 eV
LUMO energy: 0.0766 Eh
highest occupied orbital energy: -4.998 eV
charge: -1

Element x y z (Å)
C (6.84, 2.10, -0.31)
C (5.35, 2.19, -0.24)
O (4.77, 2.18, 0.81)
O (4.67, 2.27, -1.39)
C (3.95, 1.01, -1.66)
C (2.48, 1.27, -1.83)
C (1.78, 0.12, -2.54)
C (0.32, 0.50, -2.87)
C (-0.59, 0.30, -1.67)
C (-2.09, 0.44, -1.97)
C (-2.75, 1.84, -2.05)
C (-1.78, 2.99, -2.38)
C (-0.79, 3.50, -1.33)
C (-1.01, 4.94, -0.96)
F (-0.75, 5.76, -2.02)
F (-0.13, 5.33, 0.00)
F (-2.24, 5.23, -0.53)
C (-3.61, 1.85, -3.38)
O (-4.72, 2.42, -3.34)
O (-3.02, 1.35, -4.36)
N (-3.55, 2.14, -0.87)
O (-2.80, 2.20, 0.32)
C (-4.78, 1.47, -0.62)
F (-5.02, 0.36, -1.35)
F (-5.84, 2.31, -0.86)
C (-4.99, 1.10, 0.86)
F (-6.27, 0.62, 0.96)
F (-4.18, 0.09, 1.25)
H (7.26, 2.22, 0.67)
H (7.16, 1.14, -0.70)
H (7.26, 2.87, -0.96)
H (4.14, 0.35, -0.82)
H (4.37, 0.62, -2.58)
H (2.37, 2.20, -2.38)
H (2.05, 1.46, -0.84)
H (1.74, -0.71, -1.83)
H (2.31, -0.10, -3.46)
H (0.35, 1.54, -3.19)
H (-0.02, -0.16, -3.66)
H (-0.44, -0.74, -1.35)
H (-0.25, 0.89, -0.82)
H (-2.60, -0.09, -1.15)
H (-2.30, -0.15, -2.85)
H (-1.32, 2.70, -3.31)
H (-2.44, 3.82, -2.65)
H (0.22, 3.49, -1.74)
H (-0.74, 2.95, -0.40)
H (-2.33, 1.36, 0.44)
H (-4.94, 1.97, 1.50)
C (-6.46, -2.73, 0.81)
C (-5.60, -3.66, 1.62)
O (-4.79, -4.41, 1.12)
C (-5.81, -3.61, 3.12)
H (-6.24, -2.84, -0.25)
H (-7.51, -2.95, 0.99)
H (-6.26, -1.70, 1.10)
H (-6.84, -3.86, 3.36)
H (-5.59, -2.61, 3.49)
H (-5.14, -4.32, 3.60)
C (0.76, 1.07, -6.75)
C (2.12, 0.42, -6.59)
O (2.47, -0.06, -5.53)
C (3.01, 0.39, -7.81)
H (0.22, 1.02, -5.80)
H (0.88, 2.11, -7.04)
H (0.19, 0.55, -7.51)
H (3.22, 1.40, -8.14)
H (2.52, -0.16, -8.61)
H (3.95, -0.11, -7.56)
C (2.71, -2.43, 2.35)
C (3.21, -1.14, 1.77)
O (4.08, -1.11, 0.93)
C (2.55, 0.12, 2.28)
H (3.25, -3.27, 1.91)
H (2.86, -2.45, 3.43)
H (1.65, -2.54, 2.13)
H (2.70, 0.22, 3.35)
H (1.48, 0.07, 2.07)
H (2.98, 0.98, 1.77)
C (-1.64, -4.97, 1.18)
C (-1.57, -3.65, 1.90)
O (-0.64, -2.89, 1.75)
C (-2.72, -3.32, 2.82)
H (-0.75, -5.09, 0.56)
H (-1.67, -5.79, 1.90)
H (-2.53, -5.01, 0.55)
H (-2.80, -4.06, 3.61)
H (-3.65, -3.29, 2.25)
H (-2.55, -2.34, 3.27)
C (-9.22, 0.95, 5.62)
C (-8.45, 0.40, 4.43)
O (-8.23, -0.78, 4.32)
C (-7.99, 1.40, 3.40)
H (-9.49, 0.13, 6.28)
H (-8.59, 1.66, 6.17)
H (-10.12, 1.46, 5.28)
H (-7.32, 2.13, 3.87)
H (-8.85, 1.93, 2.98)
H (-7.46, 0.89, 2.61)
C (7.78, 4.51, 2.85)
C (8.65, 3.36, 3.30)
O (9.24, 2.67, 2.50)
C (8.76, 3.12, 4.78)
H (7.79, 4.58, 1.77)
H (6.76, 4.35, 3.19)
H (8.16, 5.45, 3.27)
H (7.77, 2.91, 5.20)
H (9.18, 4.00, 5.28)
H (9.41, 2.27, 4.97)
C (3.76, -6.37, -1.09)
C (4.71, -5.86, -0.03)
O (5.09, -6.56, 0.87)
C (5.14, -4.42, -0.16)
H (3.53, -7.41, -0.89)
H (2.84, -5.79, -1.09)
H (4.23, -6.30, -2.07)
H (4.28, -3.76, -0.12)
H (5.66, -4.27, -1.11)
H (5.82, -4.17, 0.66)


[2]
This record from the Open Molecules 2025 dataset describes C36H63N9O8P2V2 as an isolated structure. The level of theory is ωB97M-V/def2-TZVPD.

Computed properties:
orbital gap (spin up / spin down): 1.781 / 1.912 eV
relative energy (zero: lowest compared OMol25 entry of this formula, charge and spin): 1.354 eV
LUMO energy (spin up / spin down): 0.1101 / 0.1101 Eh
spin multiplicity: 7
<S²>: 12.018
highest occupied orbital energy (spin up / spin down): 1.215 / 1.083 eV
charge: -2

Element x y z (Å)
V (-11.24, 6.03, -0.44)
V (-13.40, 2.93, -0.89)
P (-9.55, 6.37, 1.51)
O (-9.27, 6.60, 0.03)
O (-8.19, 5.71, 1.87)
O (-10.91, 5.73, 1.61)
O (-9.35, 7.85, 1.82)
P (-12.22, 4.58, -2.20)
O (-13.00, 4.97, -0.96)
O (-11.41, 5.88, -2.52)
O (-13.23, 3.73, -2.94)
O (-11.48, 3.77, -1.16)
C (-16.02, 5.98, 2.00)
C (-14.55, 5.77, 2.51)
C (-14.31, 4.33, 2.89)
C (-14.71, 3.38, 1.86)
N (-15.02, 2.67, 0.97)
H (-16.20, 5.37, 1.11)
H (-16.23, 7.03, 1.76)
H (-16.68, 5.74, 2.83)
H (-14.30, 6.36, 3.39)
H (-13.86, 6.03, 1.70)
H (-14.78, 4.03, 3.83)
H (-13.23, 4.25, 3.04)
C (-10.07, 2.30, -4.33)
C (-11.34, 1.66, -4.83)
C (-11.65, 0.31, -4.07)
C (-12.23, 0.42, -2.69)
N (-12.66, 0.46, -1.61)
H (-10.15, 2.46, -3.25)
H (-9.98, 3.30, -4.75)
H (-9.09, 1.87, -4.53)
H (-11.23, 1.39, -5.88)
H (-12.20, 2.30, -4.68)
H (-10.74, -0.27, -3.99)
H (-12.35, -0.16, -4.76)
C (-17.79, 4.60, -4.12)
C (-16.42, 4.20, -4.67)
C (-16.18, 2.71, -4.64)
C (-15.80, 2.32, -3.25)
N (-15.39, 2.00, -2.20)
H (-17.60, 4.61, -3.05)
H (-18.57, 3.88, -4.39)
H (-18.13, 5.60, -4.40)
H (-15.63, 4.75, -4.15)
H (-16.40, 4.52, -5.71)
H (-15.34, 2.39, -5.25)
H (-16.97, 2.11, -5.09)
C (-21.24, 2.80, -1.67)
C (-20.21, 2.01, -0.75)
C (-18.82, 2.67, -0.93)
C (-18.69, 3.99, -0.32)
N (-18.54, 5.10, 0.15)
H (-22.28, 2.57, -1.42)
H (-21.13, 2.35, -2.66)
H (-20.95, 3.84, -1.82)
H (-20.00, 1.01, -1.15)
H (-20.58, 1.96, 0.27)
H (-18.66, 2.74, -2.01)
H (-18.00, 2.08, -0.53)
C (-8.43, 1.14, -0.08)
C (-8.61, 1.79, 1.26)
C (-9.76, 2.70, 1.52)
C (-11.16, 2.24, 1.32)
N (-12.19, 1.81, 1.04)
H (-7.42, 0.75, -0.24)
H (-8.49, 1.79, -0.96)
H (-8.99, 0.23, -0.27)
H (-7.76, 2.45, 1.45)
H (-8.43, 0.95, 1.93)
H (-9.70, 3.53, 0.82)
H (-9.82, 3.14, 2.52)
C (-15.66, 7.39, -1.34)
C (-14.83, 7.67, -2.61)
C (-13.81, 8.84, -2.33)
C (-12.68, 8.56, -1.42)
N (-11.78, 8.28, -0.74)
H (-16.42, 6.73, -1.75)
H (-16.19, 8.25, -0.94)
H (-15.06, 6.82, -0.62)
H (-15.40, 7.76, -3.53)
H (-14.27, 6.74, -2.72)
H (-14.27, 9.79, -2.06)
H (-13.30, 9.04, -3.28)
C (-19.21, 0.49, 3.05)
C (-17.65, 0.44, 2.91)
C (-17.23, -0.17, 1.55)
C (-17.60, -1.58, 1.13)
N (-17.95, -2.66, 0.86)
H (-19.67, -0.49, 3.19)
H (-19.66, 1.12, 2.29)
H (-19.35, 0.98, 4.01)
H (-17.18, 0.04, 3.81)
H (-17.31, 1.46, 2.76)
H (-16.14, -0.12, 1.47)
H (-17.48, 0.46, 0.70)
C (-8.33, 6.90, -4.83)
C (-8.17, 6.54, -3.27)
C (-8.33, 5.01, -2.74)
C (-7.38, 4.15, -3.41)
N (-6.67, 3.41, -3.97)
H (-7.78, 7.81, -5.10)
H (-9.34, 6.94, -5.22)
H (-7.85, 6.11, -5.40)
H (-8.92, 7.08, -2.68)
H (-7.18, 6.87, -2.97)
H (-9.34, 4.74, -3.04)
H (-8.27, 4.78, -1.67)
C (-12.30, -1.70, 1.24)
C (-12.32, -2.33, 2.57)
C (-10.85, -2.20, 3.25)
C (-9.72, -2.47, 2.34)
N (-8.92, -2.69, 1.56)
H (-11.88, -0.69, 1.21)
H (-13.24, -1.60, 0.70)
H (-11.70, -2.38, 0.63)
H (-12.70, -3.34, 2.48)
H (-13.09, -1.79, 3.13)
H (-10.72, -2.90, 4.08)
H (-10.47, -1.22, 3.54)


[3]
This record from the Open Molecules 2025 dataset describes C36H64F4I2InN8SbSi2 as an isolated structure. The level of theory is ωB97M-V/def2-TZVPD.

Computed properties:
orbital gap: 5.228 eV
relative energy (zero: lowest compared OMol25 entry of this formula, charge and spin): 0.205 eV
LUMO energy: -0.0597 Eh
highest occupied orbital energy: -6.853 eV
charge: 0

Element x y z (Å)
In (-0.13, -0.20, 0.27)
C (-5.37, -4.37, 0.74)
C (-4.24, -3.91, 1.67)
N (-3.38, -2.87, 1.12)
C (-4.02, -1.60, 0.84)
C (-4.73, -1.03, 2.07)
C (-2.42, -3.38, 0.14)
C (-2.46, -2.81, -1.27)
N (-1.92, -1.45, -1.39)
C (-2.42, -0.72, -2.39)
C (-2.21, 0.68, -2.38)
F (-1.44, 1.15, -1.35)
C (-2.68, 1.57, -3.31)
F (-2.40, 2.88, -3.14)
C (-3.39, 1.15, -4.41)
C (-3.57, -0.22, -4.51)
F (-4.20, -0.72, -5.59)
C (-3.10, -1.12, -3.58)
F (-3.22, -2.44, -3.88)
H (-5.96, -5.15, 1.21)
H (-6.05, -3.54, 0.50)
H (-4.97, -4.76, -0.20)
H (-4.67, -3.56, 2.61)
H (-3.61, -4.76, 1.93)
H (-3.24, -0.91, 0.53)
H (-4.74, -1.65, 0.01)
H (-4.06, -1.04, 2.93)
H (-5.03, 0.00, 1.87)
H (-5.63, -1.59, 2.33)
H (-1.39, -3.27, 0.52)
H (-2.59, -4.45, 0.03)
H (-1.88, -3.52, -1.88)
H (-3.48, -2.86, -1.64)
H (-3.78, 1.83, -5.15)
C (4.02, 2.02, -2.59)
Si (2.80, 2.38, -1.22)
C (1.21, 2.88, -2.08)
C (3.44, 3.75, -0.13)
N (2.44, 1.06, -0.06)
C (3.29, 0.30, 0.50)
C (4.66, 0.04, 0.02)
C (5.32, -1.07, 0.37)
C (4.73, -2.05, 1.29)
C (3.62, -1.75, 1.96)
C (2.99, -0.42, 1.81)
N (2.41, 0.24, 2.72)
Si (2.53, 0.01, 4.48)
C (4.25, 0.68, 4.81)
C (2.41, -1.72, 5.18)
C (1.30, 1.08, 5.37)
H (3.97, 2.87, -3.29)
H (3.77, 1.12, -3.16)
H (5.06, 1.94, -2.27)
H (0.40, 2.17, -1.94)
H (0.87, 3.86, -1.73)
H (1.38, 2.97, -3.15)
H (3.73, 4.61, -0.73)
H (4.32, 3.42, 0.43)
H (2.68, 4.07, 0.58)
H (5.08, 0.71, -0.72)
H (6.28, -1.29, -0.07)
H (5.24, -2.99, 1.44)
H (3.18, -2.43, 2.68)
H (5.01, 0.03, 4.37)
H (4.43, 0.74, 5.88)
H (4.36, 1.68, 4.38)
H (3.27, -2.34, 4.93)
H (1.50, -2.24, 4.87)
H (2.38, -1.64, 6.27)
H (1.34, 2.11, 5.01)
H (1.57, 1.08, 6.43)
H (0.27, 0.72, 5.29)
C (3.72, -1.98, -4.21)
C (3.19, -1.79, -2.79)
Sb (1.07, -1.45, -2.52)
C (0.69, -0.04, -4.13)
C (0.73, -0.59, -5.55)
C (0.42, -3.23, -3.51)
C (0.81, -4.49, -2.74)
H (4.77, -2.30, -4.20)
H (3.67, -1.05, -4.78)
H (3.16, -2.74, -4.76)
H (3.70, -0.96, -2.30)
H (3.40, -2.68, -2.18)
H (1.40, 0.77, -3.99)
H (-0.30, 0.36, -3.92)
H (1.71, -0.94, -5.85)
H (0.42, 0.19, -6.26)
H (0.03, -1.42, -5.68)
H (0.87, -3.23, -4.51)
H (-0.66, -3.16, -3.64)
H (1.89, -4.56, -2.60)
H (0.49, -5.39, -3.27)
H (0.34, -4.51, -1.75)
I (-0.87, -1.45, 2.78)
I (-1.59, -2.69, 5.20)
C (-1.98, 2.13, 2.74)
N (-1.38, 2.25, 1.40)
C (-0.13, 3.03, 1.54)
N (-0.36, 4.36, 2.12)
C (-0.99, 4.18, 3.43)
N (-2.25, 3.44, 3.35)
C (-3.15, 4.18, 2.47)
N (-2.58, 4.36, 1.13)
C (-2.31, 3.05, 0.56)
C (-1.31, 5.07, 1.26)
H (-1.30, 1.57, 3.38)
H (-2.92, 1.58, 2.66)
H (0.32, 3.15, 0.56)
H (0.56, 2.47, 2.18)
H (-1.19, 5.17, 3.86)
H (-0.30, 3.65, 4.08)
H (-3.35, 5.16, 2.91)
H (-4.09, 3.63, 2.38)
H (-1.88, 3.18, -0.43)
H (-3.25, 2.49, 0.47)
H (-1.49, 6.06, 1.68)
H (-0.87, 5.19, 0.26)


[4]
This record from the Open Molecules 2025 dataset describes a 10-piece molecular cluster, C36H64N4O18 overall. The level of theory is ωB97M-V/def2-TZVPD.

Computed properties:
orbital gap: 10.343 eV
relative energy (zero: lowest compared OMol25 entry of this formula, charge and spin): 1.046 eV
LUMO energy: 0.0096 Eh
highest occupied orbital energy: -10.081 eV
charge: 0

Element x y z (Å)
C (1.72, -3.02, 0.12)
C (2.45, -4.14, -0.66)
C (3.93, -4.21, -0.27)
O (4.06, -5.60, 0.15)
C (2.94, -6.27, -0.02)
O (2.82, -7.45, 0.04)
O (1.99, -5.45, -0.51)
H (0.77, -2.91, -0.42)
H (2.27, -2.01, 0.05)
H (1.69, -3.39, 1.11)
H (2.19, -3.80, -1.68)
H (4.30, -3.51, 0.45)
H (4.57, -4.20, -1.21)
C (-2.79, 3.95, -2.33)
C (-2.60, 2.96, -3.56)
C (-1.24, 2.29, -3.69)
O (-1.58, 0.86, -3.72)
C (-2.99, 0.76, -3.62)
O (-3.58, -0.30, -3.63)
O (-3.56, 1.91, -3.45)
H (-2.05, 4.76, -2.24)
H (-2.58, 3.39, -1.44)
H (-3.71, 4.50, -2.33)
H (-2.66, 3.54, -4.45)
H (-0.64, 2.39, -2.84)
H (-0.74, 2.43, -4.69)
C (2.38, 2.31, -4.18)
O (3.38, 2.60, -3.09)
C (2.92, 2.76, -1.90)
O (1.57, 3.19, -1.70)
O (3.87, 2.68, -0.92)
C (3.45, 2.57, 0.38)
H (2.90, 1.82, -5.02)
H (1.91, 3.23, -4.43)
H (1.56, 1.69, -3.78)
H (4.40, 2.76, 0.83)
H (3.00, 1.53, 0.53)
H (2.79, 3.39, 0.65)
C (-3.43, -1.11, 3.18)
O (-3.71, 0.27, 2.95)
C (-4.00, 0.74, 1.66)
O (-4.01, -0.05, 0.44)
O (-4.28, 2.06, 1.62)
C (-4.72, 2.58, 0.42)
H (-2.99, -1.10, 4.23)
H (-2.68, -1.49, 2.49)
H (-4.32, -1.76, 3.12)
H (-4.49, 3.61, 0.42)
H (-5.77, 2.51, 0.43)
H (-4.19, 2.23, -0.43)
C (-0.84, -6.98, -2.39)
O (-1.46, -5.68, -2.07)
C (-0.84, -4.53, -2.53)
O (0.29, -4.43, -3.25)
O (-1.52, -3.39, -2.11)
C (-1.10, -2.22, -2.66)
H (-1.30, -7.40, -3.23)
H (-1.14, -7.68, -1.59)
H (0.23, -6.98, -2.58)
H (0.01, -1.99, -2.50)
H (-1.64, -1.43, -2.22)
H (-1.34, -2.14, -3.73)
C (-3.04, 4.09, 3.71)
O (-1.75, 4.70, 3.26)
C (-1.33, 4.83, 2.00)
O (-2.19, 4.92, 0.88)
O (-0.02, 5.00, 1.85)
C (0.45, 5.48, 0.68)
H (-3.26, 4.36, 4.74)
H (-3.03, 3.08, 3.66)
H (-3.82, 4.21, 3.00)
H (0.10, 6.50, 0.51)
H (-0.06, 5.02, -0.13)
H (1.55, 5.41, 0.56)
C (-0.01, 1.83, 1.59)
C (-0.92, 1.94, 0.35)
C (-1.12, 0.60, -0.49)
C (0.23, 0.32, -0.93)
N (1.31, 0.13, -1.29)
H (0.98, 1.30, 1.33)
H (-0.56, 1.25, 2.40)
H (0.34, 2.76, 1.93)
H (-0.30, 2.62, -0.38)
H (-1.88, 2.51, 0.60)
H (-1.83, 0.63, -1.28)
H (-1.27, -0.15, 0.17)
C (-1.44, 1.28, 5.59)
C (0.08, 1.22, 5.64)
C (0.72, 2.38, 4.97)
C (1.89, 2.11, 4.16)
N (2.81, 2.02, 3.43)
H (-1.88, 2.01, 6.23)
H (-1.67, 0.24, 5.97)
H (-1.90, 1.34, 4.60)
H (0.44, 0.33, 5.19)
H (0.39, 1.09, 6.58)
H (1.00, 3.18, 5.69)
H (0.07, 2.80, 4.20)
C (0.65, -1.26, 3.19)
C (1.50, -2.28, 4.09)
C (0.58, -3.39, 4.70)
C (1.33, -4.22, 5.61)
N (1.98, -4.86, 6.27)
H (-0.20, -1.04, 3.74)
H (0.33, -1.77, 2.23)
H (1.21, -0.38, 2.86)
H (1.90, -1.69, 4.88)
H (2.29, -2.79, 3.66)
H (0.19, -4.02, 3.92)
H (-0.29, -3.07, 5.25)
C (1.35, -1.05, -5.06)
C (2.45, -1.64, -6.07)
C (3.08, -2.97, -5.52)
C (3.79, -2.99, -4.28)
N (4.48, -2.90, -3.33)
H (0.46, -1.70, -4.91)
H (0.92, -0.12, -5.39)
H (1.79, -0.99, -3.99)
H (3.28, -0.93, -6.35)
H (1.85, -1.93, -6.92)
H (3.83, -3.33, -6.29)
H (2.32, -3.68, -5.47)